No. 1
The following is a DFT calculation (the ωB97M-V functional and the def2-TZVPD basis) of 2 unconnected molecules or ions with the total composition CH4OS2.

Geometry as XYZ:
```
8
Properties=species:S:1:pos:R:3:forces:R:3:nbo_charge:R:1
C 1.93858 0.58494 -0.94282 0.6 1.6 4.1 0.26
O 2.22311 0.46622 0.26244 -0.5 0.0 -3.0 -0.52
H 1.92215 -0.24167 -1.59250 0.0 -1.3 -1.1 0.12
H 1.68738 1.59354 -1.32880 0.1 -0.4 -0.1 0.12
S -0.71709 -0.35793 1.22354 0.9 -1.3 -1.5 -0.12
S -1.28881 -0.02086 -0.78991 0.1 -0.4 0.2 -0.16
H 0.30258 -1.20992 0.74684 -0.9 1.1 1.1 0.16
H -1.23398 -1.32083 -1.20617 -0.2 0.6 0.3 0.14
```
Forces are in eV/Å.

Summary:
- E_HOMO: -9.0 eV
- SMILES: C=O.SS
- HOMO-LUMO gap: 9.1 eV
- Energy relative to the best compared isomer or geometry (same formula, charge and spin): 20.67 kcal per mole



No. 2
The following is a DFT calculation (the ωB97M-V functional and the def2-TZVPD basis) of C4H11BS in the gas phase.

Geometry as XYZ:
```
17
Properties=species:S:1:pos:R:3:forces:R:3:nbo_charge:R:1
B -0.61686 -1.81825 -0.34695 2.6 0.1 -1.9 0.50
C -1.00270 -0.30111 -0.21113 2.5 -0.5 0.7 -0.61
C -1.26350 0.09354 1.26002 -2.1 0.9 -1.1 -0.61
C 0.03912 0.70695 -0.78327 2.0 -1.3 -2.6 -0.38
C 1.27074 1.14639 0.02922 0.6 0.9 0.2 -0.55
S 2.43725 -0.17874 0.35062 1.1 -1.7 -0.8 -0.07
H 0.19485 -2.31250 -1.20372 -1.0 1.2 0.4 -0.09
H -0.85027 -2.73320 0.27747 -1.2 -0.8 1.5 -0.10
H -1.82711 -0.23117 -0.88979 -1.2 0.3 -0.2 0.25
H -1.55025 1.14879 1.31192 0.2 0.3 -0.2 0.20
H -0.33724 0.05487 1.83252 -0.5 -0.9 0.4 0.22
H -2.24712 -0.35244 1.58043 1.6 -0.4 0.5 0.23
H -0.47242 1.57095 -0.99232 -1.5 2.4 -0.2 0.20
H 0.44442 0.49545 -1.92384 -0.9 -0.3 2.8 0.20
H 1.88386 1.97697 -0.49012 -1.5 -1.1 0.8 0.23
H 1.05162 1.49594 1.11850 0.2 -0.4 -2.0 0.23
H 2.84561 -0.76242 -0.91956 -1.0 1.3 1.6 0.15
```
Forces are in eV/Å.

Summary:
- E_HOMO: -9.0 eV
- SMILES: B[C@@H](C)CCS
- HOMO-LUMO gap: 9.6 eV
- Energy relative to the best compared isomer or geometry (same formula, charge and spin): 55.83 kcal per mole



No. 3
The following is a DFT calculation (the ωB97M-V functional and the def2-TZVPD basis) of 2 unconnected molecules or ions with the total composition C9H13N5O3.

Geometry as XYZ:
```
30
Properties=species:S:1:pos:R:3:forces:R:3:nbo_charge:R:1
C -3.32263 1.64557 -1.69180 -0.3 0.3 0.1 -0.26
O -2.41598 2.78199 -1.66451 0.4 -0.7 0.1 -0.46
C -1.13059 2.42834 -1.57191 0.9 2.3 -0.1 0.69
N -0.91406 1.11343 -1.43375 1.9 -2.0 -0.1 -0.51
C 0.33855 0.66534 -1.42208 -1.2 0.8 -0.4 0.18
C 1.33128 1.63616 -1.51113 2.3 1.6 -0.1 -0.11
C 1.02738 3.05026 -1.63054 2.8 -0.2 -0.1 0.31
N 2.17502 3.82015 -1.75129 -2.2 -2.3 0.4 -0.12
O 3.21403 2.90954 -1.68931 -1.4 -1.7 0.3 -0.17
N 2.68140 1.51619 -1.52596 0.4 1.3 -0.1 0.42
O 3.47328 0.60109 -1.41534 -0.7 0.7 -0.1 -0.36
N -0.23335 3.43411 -1.64747 -2.3 -0.5 -0.1 -0.48
H -4.31122 2.09834 -1.67918 0.0 -0.1 0.0 0.20
H -3.18324 1.05731 -2.60580 0.0 0.2 0.2 0.19
H -3.16899 0.99839 -0.82169 -0.1 0.3 -0.3 0.20
H 0.60235 -0.39164 -1.40786 -0.6 0.4 0.0 0.24
C 0.08209 -1.95092 3.01096 0.2 0.0 -0.1 -0.42
C -0.20549 -3.17716 2.11502 0.2 0.2 0.1 -0.42
C 0.15701 -2.75931 0.68257 0.4 -0.2 -0.4 -0.22
N 0.49677 -1.32603 0.68920 0.1 -0.1 0.1 -0.64
C 0.60397 -0.84397 2.07610 0.5 0.2 0.0 -0.22
H -0.81302 -1.62158 3.54630 0.2 -0.1 0.0 0.21
H 0.86841 -2.19984 3.73357 -0.4 0.1 0.0 0.21
H 0.43836 -4.00945 2.41685 -0.3 0.0 0.0 0.21
H -1.25100 -3.48469 2.18433 0.2 0.0 0.0 0.21
H 1.02748 -3.33120 0.33137 -0.2 0.0 0.0 0.18
H -0.66341 -2.95874 -0.01650 0.1 0.1 0.1 0.19
H 1.37841 -1.16390 0.19944 -0.3 -0.3 0.5 0.36
H 0.05453 0.09829 2.20210 0.0 -0.2 0.0 0.19
H 1.66265 -0.63606 2.29830 -0.3 0.1 0.1 0.18
```
Forces are in eV/Å.

Summary:
- E_HOMO: -8.8 eV
- SMILES: COc1ncc2c(no[n+]2[O-])n1.C1CCNC1
- HOMO-LUMO gap: 7.2 eV
- Energy relative to the best compared isomer or geometry (same formula, charge and spin): 0.00 kcal per mole



No. 4
The following is a DFT calculation (the ωB97M-V functional and the def2-TZVPD basis) of 12 unconnected molecules or ions with the total composition C4H31N2O13.

Geometry as XYZ:
```
50
Properties=species:S:1:pos:R:3:forces:R:3:nbo_charge:R:1
O 2.48989 -0.41578 -0.56667 -0.4 -0.3 -1.4 -0.70
C 1.58908 0.21848 -1.13243 -0.6 2.4 2.5 0.72
N 1.20313 1.42542 -0.52276 -2.2 -1.3 -1.1 -0.89
C 0.80348 -0.10008 -2.39790 -1.3 -0.6 0.7 -0.18
C 1.68557 0.17098 -3.59450 -0.7 0.6 -0.6 -0.63
N 0.37578 -1.48998 -2.40574 -0.1 -1.6 -0.2 -0.72
C -1.07754 -1.73743 -2.62205 1.7 3.2 -0.5 0.11
O -1.83297 -1.20155 -1.61607 -1.0 -0.2 1.2 -0.77
H 1.64354 1.53359 0.39061 -0.3 0.1 -0.3 0.39
H 0.09212 1.56934 -0.57873 3.0 -0.2 0.4 0.45
H -0.17500 0.50700 -2.37624 2.0 -0.4 -0.2 0.24
H 2.20834 -0.77599 -3.82274 0.3 1.0 0.0 0.22
H 1.06452 0.49418 -4.41604 -0.7 -0.8 -0.7 0.22
H 2.18638 1.12885 -3.52619 1.3 -0.2 0.6 0.22
H 0.97293 -2.15357 -1.86018 -1.5 0.9 -0.5 0.40
H -1.35651 -1.11062 -3.54250 0.5 -1.5 0.4 0.13
H -1.30901 -2.77076 -2.65900 0.1 -1.0 -0.5 0.18
H -1.64614 -0.24947 -1.46583 -0.3 -0.2 0.3 0.50
H -1.09930 0.71571 0.95955 -0.3 -1.3 0.7 0.50
O -1.01957 0.19559 1.82640 2.2 -0.6 -2.8 -0.97
H -4.37005 1.99001 -1.00592 -0.3 -1.1 0.0 0.46
H -4.31445 3.36533 -0.92465 2.2 4.1 -1.4 0.45
O -4.82402 2.71541 -0.58256 -2.0 -3.0 1.3 -0.92
H 4.86752 -0.58189 2.44204 0.4 -0.4 -0.9 0.46
H 3.56862 -0.16221 3.04995 0.4 -0.4 0.1 0.49
O 4.51146 -0.27716 3.25849 -0.3 0.9 1.1 -0.97
H 1.64020 -1.89213 2.28609 1.8 1.5 0.3 0.49
H 2.03224 -0.91962 1.24087 0.7 0.4 -0.1 0.49
O 2.38225 -1.21584 2.09915 -2.9 -1.9 -0.2 -0.98
H -1.71081 0.51136 2.32738 -2.9 1.0 1.5 0.45
H -2.28901 1.68821 -0.43351 -5.3 2.9 1.5 0.44
O -1.59008 1.17161 -0.55208 3.6 -4.2 -0.1 -1.13
H -0.34494 0.83091 3.19623 0.2 -0.5 -1.7 0.48
H 1.01567 0.96835 3.83546 4.8 -0.8 -1.0 0.46
O 0.14484 1.06707 3.95782 -4.2 1.6 3.4 -0.98
H -1.91002 -2.47744 0.57870 1.2 0.4 0.1 0.49
H -3.06137 -2.94326 1.60855 1.0 0.6 -2.1 0.46
O -2.82821 -2.66057 0.66642 -2.3 -1.0 2.0 -0.94
H -1.68130 -1.74114 3.07708 1.4 0.7 2.2 0.48
H -1.37772 -0.86179 4.38523 -0.1 0.8 0.1 0.48
O -1.14725 -1.66840 3.94394 -1.1 -1.7 -2.1 -0.96
H -1.43600 2.11727 -1.50846 2.5 0.5 -0.7 0.48
H -0.01217 2.87273 -1.95775 4.9 -0.3 0.7 0.46
O -0.89393 2.84616 -2.00113 -6.2 1.7 -2.1 -1.06
H -1.48906 3.93656 0.50715 1.3 -2.8 1.6 0.48
H -1.15938 2.35507 0.68134 -0.2 -0.4 -1.1 0.47
O -1.11728 3.18400 1.12769 -0.9 4.1 -0.1 -0.97
H 2.49518 -3.05580 -2.28611 0.3 0.6 0.6 0.47
H 2.60474 -2.10381 -1.04605 0.1 5.1 1.1 0.49
O 2.63668 -2.94611 -1.33335 0.2 -6.3 -1.8 -0.95
```
Forces are in eV/Å.

Summary:
- E_HOMO: -6.2 eV
- HOMO-LUMO gap: 8.9 eV
- Charge: -1
- Energy relative to the best compared isomer or geometry (same formula, charge and spin): 157.26 kcal per mole



No. 5
The following is a DFT calculation (the ωB97M-V functional and the def2-TZVPD basis) of 19 unconnected molecules or ions with the total composition H39O19.

Geometry as XYZ:
```
58
Properties=species:S:1:pos:R:3:forces:R:3:nbo_charge:R:1
O -3.92536 0.95975 -2.07015 -1.0 -0.9 -0.3 -0.95
H 2.52758 -0.20714 2.18378 0.1 0.6 -0.5 0.47
H -3.17648 1.07034 -2.65651 0.2 0.0 0.0 0.47
O -2.91946 3.18964 -1.49753 -0.6 0.8 -0.5 -0.95
H -3.60159 3.36068 -0.83012 0.4 -0.1 0.0 0.47
H -1.36948 -4.06139 1.81093 -1.0 1.0 -1.0 0.50
O -0.10085 3.76034 1.57793 -1.7 0.1 0.7 -0.96
H 0.16909 0.65073 -1.98799 0.4 -0.5 -0.1 0.49
H 2.40525 0.23484 3.69296 -0.1 -2.7 -2.1 0.50
O -1.57608 -1.37456 0.18767 0.4 1.9 -1.5 -0.88
H -0.65538 -1.58750 0.64091 -0.7 -1.0 0.0 0.56
H -3.98039 -0.66762 0.30421 -0.6 0.3 0.7 0.47
O 3.25766 -0.22182 -2.31595 -0.1 0.1 0.3 -0.91
H 2.34419 -0.53751 -2.25780 1.2 0.5 -0.3 0.41
H 3.20683 0.63393 -1.85542 0.0 -0.2 -0.1 0.49
O 0.87025 -2.49771 -2.26117 -1.8 0.9 1.0 -0.97
H 1.60370 -1.86034 1.07234 1.9 0.5 1.0 0.52
H 0.91890 -3.42776 -2.07102 0.8 -0.5 -0.3 0.51
O 2.91249 1.91207 0.69292 -1.3 -1.3 0.6 -0.99
H -0.76496 2.27695 0.69209 1.4 0.3 -1.0 0.52
H 3.73110 2.36641 0.74474 1.0 0.9 -0.1 0.48
O 2.43289 -0.59597 3.04846 0.0 2.1 2.5 -0.97
H 2.29080 2.41370 0.15042 0.3 0.1 -0.3 0.51
O 0.75243 1.94337 3.11131 2.5 -0.2 -1.2 -0.97
H 1.61768 2.10982 2.59366 -1.4 0.1 1.6 0.48
H 0.31561 1.63777 2.30673 -0.6 -0.3 0.1 0.47
O 2.11936 3.18553 -1.55223 -0.8 4.0 0.1 -0.96
H -3.48961 3.13999 -2.29613 0.7 0.0 0.7 0.47
H -1.39128 -0.37911 0.12003 -0.8 -0.8 -0.3 0.56
O -0.72222 1.30156 0.76208 -1.0 0.8 0.2 -0.96
H 0.20427 4.60830 1.29991 0.3 1.0 -0.4 0.48
H -1.49827 1.34703 1.31937 -0.9 -1.2 0.6 0.46
O -4.44027 -1.00846 1.10663 1.2 0.4 -1.2 -0.93
H -5.06206 -1.59059 0.68505 -0.9 -0.6 0.1 0.48
H 1.89861 4.21251 -1.60843 0.8 -3.2 0.4 0.49
O 0.51110 0.09803 -1.28486 1.4 -1.8 1.3 -0.95
H 1.86300 2.92380 -2.42840 -0.2 -0.7 -0.8 0.49
H 1.55374 -2.10938 -2.77284 1.3 -1.0 -1.0 0.48
O -1.78462 -3.39380 1.19014 1.3 -1.9 1.6 -0.97
H -2.66985 -3.69614 1.03280 -0.7 -0.6 0.0 0.48
H -2.39740 -1.57891 0.76743 2.2 0.6 -0.3 0.58
O 0.83898 -5.11873 1.19426 0.4 0.1 -0.2 -0.93
H 0.48351 -4.23942 1.21290 -1.1 0.9 0.3 0.46
H -0.78919 3.95999 2.26512 1.2 -0.3 -0.7 0.49
O 0.51385 0.77272 -3.58141 -1.0 0.8 -2.4 -0.97
H -2.80723 -0.20780 2.72502 0.3 0.2 0.5 0.50
H 0.58563 0.15905 -4.34830 -0.1 0.7 0.7 0.51
O -2.06661 -0.62582 2.27741 0.2 0.6 1.1 -0.99
H -4.60976 0.54662 -2.62472 0.3 0.1 0.2 0.48
H -1.19373 -0.22309 2.46716 -0.9 -0.2 0.6 0.50
O 0.78006 -2.06669 0.69074 -2.8 -0.6 0.1 -0.96
H 0.84874 -1.81825 -0.22225 0.4 -0.1 -1.1 0.50
H 1.65222 -4.81326 0.78920 0.9 -0.8 -0.2 0.46
O 3.34972 -2.07233 0.30617 0.9 0.1 0.9 -0.99
H 3.60645 -1.19497 -0.05066 0.3 -0.8 0.4 0.50
H 3.97761 -2.35294 1.02961 -0.8 0.9 -1.3 0.50
H 1.13393 -0.57613 -1.71216 -2.7 1.8 1.1 0.43
H -0.28508 1.32966 -3.76604 1.0 -0.7 -0.2 0.49
```
Forces are in eV/Å.

Summary:
- E_HOMO: -12.7 eV
- HOMO-LUMO gap: 9.8 eV
- Charge: +1
- Energy relative to the best compared isomer or geometry (same formula, charge and spin): 97.26 kcal per mole



No. 6
The following is a DFT calculation (the ωB97M-V functional and the def2-TZVPD basis) of C5H8 in the gas phase.

Geometry as XYZ:
```
13
Properties=species:S:1:pos:R:3:forces:R:3:nbo_charge:R:1
C 2.55626 -0.01128 -0.24150 -4.7 -1.2 0.1 -0.44
C 1.23498 0.39991 -0.07835 0.9 0.6 0.4 -0.15
C -0.10563 -0.26878 -0.54273 2.0 -1.2 0.1 -0.50
C -1.22682 -0.09052 0.50006 3.8 -0.6 -0.3 -0.17
C -2.49190 0.06149 0.26575 -2.1 1.7 0.4 -0.43
H 3.35314 0.70136 -0.13637 0.4 -0.4 0.6 0.22
H 2.56993 -1.13911 -0.38862 1.0 1.7 -0.7 0.20
H 1.01650 1.24648 0.60876 0.5 0.3 -1.2 0.18
H 0.31603 -1.38074 -0.53541 -1.7 1.7 -0.4 0.22
H -0.42927 0.01404 -1.63290 0.7 -0.4 2.1 0.24
H -0.87630 -0.08346 1.56459 -0.3 -1.0 -1.0 0.20
H -3.02671 -0.13972 1.20978 -0.8 0.9 -0.9 0.21
H -2.89021 0.69033 -0.59307 0.1 -1.9 0.8 0.22
```
Forces are in eV/Å.

Summary:
- E_HOMO: -9.0 eV
- SMILES: C=CCC=C
- HOMO-LUMO gap: 10.2 eV
- Energy relative to the best compared isomer or geometry (same formula, charge and spin): 65.80 kcal per mole



E_LUMO in eV, matching the order above: 0.10, 0.58, -1.58, 2.70, -2.91, 1.22